{
  "formula": "C20H32Cl2NOP2PtS",
  "method": "wB97M-V/def2-TZVPD",
  "multiplicity": 5,
  "energy_ev": -82471.258,
  "homo_ev": [-17.9, -17.9],
  "total_charge": 3,
  "s_squared": 6.017,
  "elements": ["Pt", "Cl", "Cl", "S", "P", "P", "O", "N", "C", "C", "C", "C", "C", "C", "C", "C", "C", "C", "C", "C", "C", "C", "C", "C", "C", "C", "C", "C", "H", "H", "H", "H", "H", "H", "H", "H", "H", "H", "H", "H", "H", "H", "H", "H", "H", "H", "H", "H", "H", "H", "H", "H", "H", "H", "H", "H", "H", "H", "H", "H"],
  "positions_angstrom": [[0.620, -0.020, 1.009], [2.397, 0.333, 2.582], [0.190, -0.110, -4.061], [-1.969, 0.141, 3.023], [0.551, -2.192, 0.303], [0.391, 2.165, 0.246], [-1.564, -0.718, -2.377], [-0.405, -0.187, 2.662], [-1.859, -1.630, 5.215], [-2.497, -1.266, 4.043], [-0.894, 3.131, 1.115], [-3.526, -2.065, 3.524], [-2.480, 0.233, -4.415], [-0.553, 2.024, 4.553], [-3.120, -3.696, 5.249], [0.401, -3.040, -1.314], [-3.837, -3.272, 4.127], [1.953, 3.073, 0.390], [-2.933, 3.269, 5.358], [-0.507, 3.186, 5.333], [-0.114, 2.348, -1.499], [-1.691, 3.801, 5.740], [-2.982, 2.126, 4.567], [-0.704, -3.106, 1.303], [-2.137, -2.858, 5.811], [-1.415, -0.258, -3.519], [2.246, -2.694, 0.768], [-1.790, 1.507, 4.172], [-1.614, -3.191, 6.701], [-1.156, -0.947, 5.691], [-0.705, 3.166, 2.193], [-0.029, 3.403, -1.813], [-0.735, -4.177, 1.068], [0.001, -0.678, 3.447], [-1.671, 4.715, 6.348], [2.679, 2.654, -0.314], [0.456, 3.627, 5.603], [-0.523, -2.969, 2.373], [0.950, -2.625, -2.168], [0.758, -4.057, -1.103], [-3.325, -4.682, 5.682], [0.369, 1.559, 4.226], [-4.064, -1.712, 2.648], [-1.687, -2.665, 1.087], [-4.639, -3.889, 3.712], [1.769, 4.126, 0.147], [-1.872, 2.664, 0.937], [-3.912, 1.696, 4.207], [2.385, -3.772, 0.646], [-2.550, -0.490, -5.243], [-0.643, -3.099, -1.617], [-3.871, 3.740, 5.648], [2.447, -2.352, 1.785], [-0.898, 4.150, 0.704], [-1.158, 2.022, -1.585], [0.510, 1.711, -2.138], [2.340, 2.972, 1.408], [-3.438, 0.176, -3.873], [-2.235, 1.213, -4.846], [2.921, -2.149, 0.097]],
  "forces_ev_per_angstrom": [[1.751, 1.019, -0.689], [-0.302, -0.199, -0.596], [1.217, 0.090, -0.860], [-1.990, -0.101, 1.739], [0.292, -3.471, -0.859], [-0.679, 2.555, -1.169], [-0.054, 0.960, -2.226], [-0.986, -0.473, 1.399], [0.815, 0.069, 0.870], [-0.235, 0.049, -0.849], [0.107, -0.450, 0.294], [0.124, 0.345, -0.656], [-0.551, -0.564, -0.211], [0.304, 0.148, 0.008], [0.242, 0.165, 0.005], [-0.473, 0.485, -0.401], [-0.219, -0.121, 0.003], [0.185, -0.409, 0.281], [0.098, -0.322, -0.109], [-0.078, -0.135, -0.098], [-0.044, -0.601, 0.100], [-0.293, 0.122, 0.003], [-0.026, -0.136, -0.443], [0.012, 0.678, 0.091], [-0.496, -0.171, -0.420], [-0.810, -0.889, 3.437], [-0.107, 0.598, 0.331], [0.003, 0.663, 0.309], [-0.011, 0.252, -0.049], [0.076, -0.163, -0.067], [-0.002, 0.110, -0.228], [0.075, -0.339, 0.299], [0.202, 0.279, -0.094], [0.690, -0.358, 0.337], [0.080, -0.463, -0.305], [-0.064, 0.094, 0.118], [-0.306, -0.281, -0.030], [0.102, -0.133, -0.089], [0.084, 0.113, 0.484], [0.036, 0.205, 0.041], [0.084, 0.471, -0.091], [0.036, 0.057, 0.094], [-0.015, -0.252, 0.009], [0.167, -0.195, -0.098], [0.301, 0.243, 0.195], [-0.058, -0.164, 0.006], [0.169, 0.165, -0.015], [-0.162, 0.275, 0.231], [-0.095, 0.113, 0.062], [0.060, 0.271, -0.002], [-0.062, 0.090, 0.079], [0.271, -0.055, 0.033], [0.180, -0.343, -0.059], [0.040, -0.240, 0.041], [0.233, 0.070, -0.068], [-0.139, 0.247, 0.071], [0.014, 0.152, -0.191], [0.402, 0.365, -0.270], [-0.186, -0.288, 0.204], [-0.006, -0.203, 0.067]],
  "lowdin_charge": [0.771, 0.159, 0.783, 1.150, 0.703, 0.680, -0.073, -0.447, -0.065, -0.389, -0.211, -0.078, -0.051, -0.096, 0.011, -0.205, -0.023, -0.228, -0.007, -0.023, -0.227, 0.001, -0.057, -0.218, -0.007, -0.885, -0.247, -0.410, 0.133, 0.129, 0.035, 0.092, 0.084, 0.030, 0.141, 0.075, 0.134, 0.039, 0.062, 0.079, 0.141, 0.068, 0.122, 0.053, 0.138, 0.084, 0.062, 0.126, 0.081, 0.114, 0.054, 0.136, 0.010, 0.087, 0.057, 0.012, 0.029, 0.106, 0.104, 0.070]
}



{
  "formula": "C20H32ClFN2O7",
  "method": "wB97M-V/def2-TZVPD",
  "energy_ev": -53810.780,
  "homo_ev": -9.1,
  "smiles": "CC(=O)N(C)CCCC[C@@H]1NC(=O)[C@H](CCOC=O)[C@@H]1C[C@H](C)Cl.O=C1OC[C@@H](F)O1",
  "elements": ["Cl", "F", "O", "O", "O", "O", "O", "O", "O", "N", "N", "C", "C", "C", "C", "C", "C", "C", "C", "C", "C", "C", "C", "C", "C", "C", "C", "C", "C", "C", "C", "H", "H", "H", "H", "H", "H", "H", "H", "H", "H", "H", "H", "H", "H", "H", "H", "H", "H", "H", "H", "H", "H", "H", "H", "H", "H", "H", "H", "H", "H", "H", "H"],
  "positions_angstrom": [[-4.875, -2.396, 1.342], [1.420, 3.282, -5.501], [-0.760, -0.945, 3.228], [-5.438, 4.391, 2.228], [0.653, 2.391, -3.574], [0.559, 1.908, -1.370], [4.767, -2.181, 0.892], [1.746, 3.678, -2.099], [-4.500, 2.445, 1.804], [-0.122, -1.779, 1.178], [4.192, -0.050, 0.426], [-0.874, -0.938, 2.065], [-3.262, -2.815, 0.642], [2.109, 4.141, -3.404], [-1.831, -0.045, 1.220], [2.924, 0.230, -0.291], [2.664, -0.731, -1.464], [-2.839, -1.847, -0.484], [-3.159, 0.392, 1.837], [0.949, 2.592, -2.258], [-0.298, -1.144, -0.131], [0.331, -1.800, -1.344], [-3.161, 1.913, 2.025], [-4.494, 3.775, 1.962], [4.422, 1.070, 1.351], [1.850, -1.986, -1.128], [4.094, -1.272, 1.180], [0.993, 3.588, -4.254], [3.115, -1.440, 2.332], [-3.430, -4.238, 0.022], [-1.793, -0.778, -0.140], [2.147, -2.762, -1.838], [-3.683, -4.172, -1.031], [2.430, -0.601, 2.450], [-3.733, -1.335, -0.837], [3.692, -1.488, 3.257], [-2.841, 2.189, 3.030], [5.457, 1.081, 1.692], [-4.193, -4.773, 0.578], [0.163, -0.154, -0.110], [3.647, -0.996, -1.853], [-0.467, -2.733, 1.190], [-2.490, 2.417, 1.325], [3.079, 3.727, -3.681], [-0.089, -2.812, -1.435], [2.072, -2.391, -0.145], [-1.874, 0.010, -0.903], [-3.197, -0.017, 2.845], [-2.485, -2.415, -1.344], [0.117, -1.272, -2.270], [-3.536, 4.305, 1.821], [-1.218, 0.848, 1.048], [2.991, 1.233, -0.702], [2.112, 0.263, 0.450], [3.773, 1.039, 2.237], [2.538, -2.353, 2.251], [2.165, 5.226, -3.432], [0.113, 4.231, -4.321], [-2.480, -4.757, 0.155], [2.161, -0.171, -2.255], [-2.530, -2.927, 1.432], [4.232, 2.021, 0.860], [-4.026, 0.129, 1.245]],
  "forces_ev_per_angstrom": [[0.325, 0.205, 0.140], [-0.084, -0.022, 0.006], [0.078, -0.042, 2.913], [-3.249, 1.788, 0.696], [-0.106, 0.381, 0.349], [-0.056, 0.031, -0.064], [2.108, -2.609, -0.977], [-0.204, -0.205, -0.209], [0.961, -0.297, 0.353], [0.488, 0.575, -0.136], [-0.564, 1.069, 0.171], [-0.839, -0.306, -2.637], [-0.399, -1.362, -1.519], [0.237, 0.398, 0.107], [0.455, -0.689, -0.294], [0.056, -0.260, -0.043], [0.122, 0.123, 0.756], [0.178, 0.552, 0.947], [0.820, 0.852, 0.613], [0.044, -0.131, 0.161], [-0.867, 0.533, -0.757], [0.142, -1.529, 1.408], [-0.278, 0.050, -0.402], [2.113, -0.833, -0.581], [0.195, -0.027, 0.287], [-0.119, -0.010, -1.364], [-1.733, 1.275, 0.618], [0.229, -0.272, -0.305], [-0.075, 1.028, 0.352], [0.281, 0.603, 0.813], [0.121, 1.380, -1.004], [0.135, -0.037, 0.063], [-0.146, -0.117, -0.027], [-0.127, -0.105, -0.057], [-0.112, -0.037, 0.037], [0.096, -0.096, 0.000], [-0.007, -0.065, 0.062], [0.048, -0.121, 0.022], [0.007, -0.218, -0.133], [0.280, -0.095, 0.395], [0.042, -0.107, -0.006], [0.288, -0.095, 0.165], [-0.010, -0.124, -0.104], [-0.096, -0.112, -0.132], [-0.097, 0.068, -0.207], [-0.083, 0.120, 0.172], [-0.244, -0.197, -0.111], [-0.512, -0.423, -0.102], [0.173, -0.121, 0.043], [-0.056, 0.246, 0.079], [0.383, -0.544, -0.105], [-0.044, 0.033, -0.009], [0.246, 0.132, 0.144], [-0.211, -0.072, -0.289], [-0.005, 0.038, -0.051], [0.064, -0.108, -0.225], [-0.080, -0.020, 0.224], [-0.004, -0.033, -0.126], [0.021, -0.166, -0.296], [-0.104, -0.076, -0.016], [-0.266, 0.478, 0.401], [0.022, -0.025, -0.213], [0.018, -0.253, 0.007]],
  "lowdin_charge": [0.634, 0.082, 0.147, 0.130, 0.136, 0.170, 0.142, 0.076, -0.010, 0.118, -0.114, -0.424, -0.672, -0.048, -0.171, -0.195, -0.150, -0.160, -0.112, -0.540, -0.323, -0.128, -0.160, -0.415, -0.077, -0.175, -0.522, -0.314, -0.008, -0.125, -0.221, 0.111, 0.074, 0.060, 0.110, 0.091, 0.133, 0.090, 0.053, 0.106, 0.117, 0.132, 0.115, 0.148, 0.112, 0.093, 0.148, 0.118, 0.105, 0.124, 0.147, 0.140, 0.099, 0.108, 0.082, 0.077, 0.142, 0.176, 0.076, 0.098, 0.082, 0.083, 0.082]
}



{
  "formula": "C20H32CrN2S5",
  "method": "wB97M-V/def2-TZVPD",
  "multiplicity": 2,
  "energy_ev": -106811.551,
  "homo_ev": [-17.3, -17.4],
  "total_charge": 3,
  "relative_energy_kcal_mol": 0.0,
  "s_squared": 0.776,
  "elements": ["Cr", "S", "S", "S", "S", "S", "N", "N", "C", "C", "C", "C", "C", "C", "C", "C", "C", "C", "C", "C", "C", "C", "C", "C", "C", "C", "C", "C", "H", "H", "H", "H", "H", "H", "H", "H", "H", "H", "H", "H", "H", "H", "H", "H", "H", "H", "H", "H", "H", "H", "H", "H", "H", "H", "H", "H", "H", "H", "H", "H"],
  "positions_angstrom": [[0.639, 0.200, -0.480], [-1.455, 1.431, -0.903], [3.018, -0.163, -1.139], [1.454, 2.519, -0.380], [1.668, -4.077, 0.692], [0.353, -0.203, -2.960], [0.651, -1.935, -0.221], [-3.171, -1.763, 2.139], [-0.935, -0.333, 3.606], [0.323, 3.558, -1.319], [1.199, 0.722, 2.249], [1.259, -2.453, 0.838], [-0.977, -0.327, 2.216], [-1.937, 1.153, -2.625], [0.504, -2.914, -1.204], [3.856, 1.433, -0.957], [-2.608, -3.010, 2.771], [1.001, -4.127, -0.873], [0.115, 0.231, 1.503], [1.236, 0.670, 3.639], [1.944, 0.247, -3.702], [3.034, -0.470, -2.929], [-4.148, -1.030, 3.029], [-2.150, -0.889, 1.433], [-1.074, 3.206, -0.843], [3.004, 2.642, -1.299], [-0.775, 1.055, -3.593], [0.155, 0.152, 4.319], [-2.630, 1.944, -2.913], [4.757, 1.401, -1.567], [0.466, 3.385, -2.382], [-1.754, -0.727, 4.189], [-1.213, 3.480, 0.203], [0.543, 4.603, -1.102], [0.146, 0.123, 5.402], [2.050, 1.328, -3.678], [-4.924, -1.734, 3.317], [2.790, 2.720, -2.362], [3.507, 3.556, -0.984], [-0.239, 1.993, -3.713], [2.068, 1.145, 1.761], [-2.062, -3.558, 2.007], [-1.948, -2.744, 3.587], [-1.766, -1.513, 0.626], [-2.738, -0.089, 0.986], [4.023, -0.200, -3.300], [1.486, -1.890, 1.732], [-0.010, -2.693, -2.124], [-2.505, 0.222, -2.603], [1.953, -0.079, -4.743], [-4.579, -0.213, 2.457], [2.942, -1.552, -3.027], [4.179, 1.456, 0.085], [2.099, 1.049, 4.174], [0.982, -5.036, -1.458], [-3.648, -0.649, 3.908], [-3.748, -2.102, 1.371], [-3.438, -3.608, 3.137], [-1.133, 0.738, -4.571], [-1.841, 3.721, -1.420]],
  "forces_ev_per_angstrom": [[0.356, 0.411, -0.061], [0.153, -0.305, 0.162], [-0.315, -0.018, 0.123], [-0.132, -0.218, 0.094], [0.150, -0.194, 0.138], [0.105, 0.039, 0.285], [-0.007, -0.285, -0.200], [0.039, -0.032, 0.129], [-0.009, 0.011, 0.046], [-0.075, 0.067, 0.059], [-0.131, -0.120, -0.158], [-0.187, 0.114, -0.161], [0.175, 0.050, 0.015], [-0.065, 0.043, -0.053], [-0.128, 0.312, 0.205], [0.038, 0.047, -0.045], [-0.055, 0.206, -0.094], [-0.045, -0.120, 0.006], [-0.111, -0.118, 0.056], [0.034, 0.012, -0.009], [-0.012, -0.086, -0.075], [0.074, -0.004, -0.034], [0.144, -0.089, -0.153], [-0.041, -0.024, 0.088], [0.000, 0.044, -0.019], [0.067, 0.009, 0.008], [-0.053, -0.033, -0.075], [-0.051, -0.009, -0.001], [0.000, 0.003, 0.002], [0.043, 0.015, -0.001], [-0.028, 0.025, -0.056], [-0.009, -0.003, -0.015], [0.027, 0.031, 0.010], [-0.015, 0.006, 0.004], [0.001, -0.010, -0.040], [0.037, 0.018, -0.003], [-0.020, 0.002, 0.011], [0.026, -0.010, -0.035], [0.046, 0.003, -0.015], [-0.024, 0.040, 0.012], [0.004, 0.030, -0.025], [0.022, -0.003, 0.009], [0.011, -0.001, 0.033], [0.047, -0.003, -0.088], [-0.001, 0.040, 0.005], [0.008, 0.000, 0.008], [-0.001, 0.015, -0.055], [0.049, 0.043, 0.014], [-0.004, -0.016, -0.042], [-0.026, -0.003, -0.008], [-0.007, 0.016, 0.012], [-0.019, -0.013, -0.020], [-0.002, 0.020, 0.016], [-0.037, -0.016, -0.031], [0.010, 0.085, 0.044], [0.006, 0.010, 0.043], [-0.043, -0.029, -0.020], [-0.006, -0.014, -0.001], [-0.002, -0.002, -0.036], [-0.012, 0.012, -0.010]],
  "lowdin_charge": [0.170, 0.946, 0.947, 0.964, 1.157, 0.952, -0.157, -0.163, -0.031, -0.427, -0.140, -0.467, -0.215, -0.445, -0.241, -0.441, 0.045, -0.328, -0.239, -0.036, -0.424, -0.435, 0.048, -0.094, -0.425, -0.422, -0.434, -0.022, 0.112, 0.111, 0.079, 0.092, 0.102, 0.116, 0.131, 0.076, 0.119, 0.082, 0.114, 0.082, 0.065, 0.109, 0.097, 0.117, 0.099, 0.113, 0.091, 0.083, 0.097, 0.115, 0.116, 0.096, 0.097, 0.130, 0.100, 0.094, 0.178, 0.118, 0.113, 0.112]
}



Q: What is the formula in the second record?
A: C20H32ClFN2O7